The following is a DFT calculation (ωB97M-V/def2-TZVPD) of a molecular structure, C19H15BrF3N5ORuS.

HOMO-LUMO gap (alpha / beta) ... 7.8 / 5.7 eV
E_tot ... -121040.84620 eV
Net charge ... +2
E_HOMO (alpha / beta) ... -14.74 / -14.99 eV
Spin multiplicity ... 5
ΔE to the lowest compared entry with this formula, charge and spin ... 0.000 eV
Max |F| ... 0.0125 hartree/bohr

CARTESIAN COORDINATES (ANGSTROEM)
Ru1 1.18328 1.05252 0.40695
N1 2.42001 4.24198 3.06741
C1 2.00164 3.15495 2.45310
S1 1.69260 3.24138 0.73051
N2 1.81108 2.06966 3.20475
N3 1.42588 1.01097 2.49404
C2 1.21104 -0.06251 3.27593
C3 1.05480 -1.37582 2.86018
C4 0.80937 -2.38025 3.84989
C5 0.77310 -3.68310 3.50137
C6 1.00019 -4.07058 2.13660
C7 1.25116 -3.15911 1.15979
C8 1.26717 -1.78676 1.48436
O1 1.47388 -0.92573 0.54928
H1 2.61199 5.09546 2.56600
H2 2.58846 4.21596 4.06501
H3 1.24445 0.14860 4.33903
H4 0.65940 -2.07884 4.87879
H5 0.58580 -4.44402 4.24564
H6 0.96982 -5.12320 1.88213
H7 1.42886 -3.44806 0.13324
Br1 0.33464 4.06231 -5.52184
C9 0.55590 3.13687 -3.93915
C10 1.75043 2.47892 -3.67326
C11 1.87717 1.80527 -2.48351
N4 0.88609 1.74159 -1.57115
C12 -0.27023 2.39237 -1.83748
C13 -0.47165 3.09228 -3.00070
H8 2.57030 2.49227 -4.37673
H9 2.79063 1.27827 -2.24263
H10 -1.04974 2.33161 -1.09491
H11 -1.41052 3.59802 -3.17459
F1 -4.33898 -1.88556 -3.54889
C14 -4.06897 -2.46478 -2.37178
F2 -3.66442 -3.71854 -2.60836
F3 -5.19346 -2.51090 -1.65369
C15 -2.98800 -1.68614 -1.65247
C16 -1.68994 -1.69660 -2.14721
C17 -0.73058 -0.95476 -1.49316
N5 -0.99334 -0.21579 -0.40359
C18 -2.24399 -0.22819 0.06333
C19 -3.27199 -0.94608 -0.52463
H12 -1.43129 -2.27599 -3.02318
H13 0.28945 -0.96192 -1.85349
H14 -2.43603 0.36648 0.94917
H15 -4.26546 -0.92446 -0.10012

Forces on atoms 1 to 2 (eV/Å):
-0.399 -0.468 -0.104
0.028 -0.077 0.034